1.
{
  "formula": "C23H29BBr27N2O4",
  "method": "ωB97M-V with the def2-TZVPD basis set",
  "multiplicity": 1,
  "fmax_ev_per_a": 3.7,
  "e_tot_ev": -1927311.75955,
  "total_charge": -1,
  "species": ["C", "O", "B", "O", "C", "N", "C", "C", "C", "N", "C", "C", "C", "C", "C", "C", "C", "C", "C", "O", "O", "H", "H", "H", "H", "H", "H", "H", "H", "H", "H", "H", "H", "H", "H", "H", "H", "H", "H", "H", "H", "C", "Br", "Br", "Br", "H", "C", "Br", "Br", "Br", "H", "C", "Br", "Br", "Br", "H", "C", "Br", "Br", "Br", "H", "C", "Br", "Br", "Br", "H", "C", "Br", "Br", "Br", "H", "C", "Br", "Br", "Br", "H", "C", "Br", "Br", "Br", "H", "C", "Br", "Br", "Br", "H"],
  "positions_angstrom": [[2.2564, 1.8889, 4.5102], [1.9704, 0.7208, 3.7485], [2.3261, 0.8277, 2.4050], [3.6742, 0.7247, 2.0615], [1.0860, 1.0308, 1.3801], [0.0114, 0.0987, 1.6930], [0.2783, -1.1372, 1.8279], [-0.0343, -1.8354, 3.1415], [0.8558, -2.0367, 0.7370], [0.5926, 2.4076, 1.6969], [-0.7438, 2.6179, 1.1074], [-1.8269, 2.6777, 2.2123], [-2.8472, 1.5398, 2.3006], [-3.1218, 0.5223, 1.3730], [-4.0533, -0.4665, 1.6737], [-4.7537, -0.4816, 2.8752], [-4.5271, 0.5457, 3.7837], [-3.5939, 1.5240, 3.4877], [1.4418, 1.0750, -0.1656], [2.4755, 1.6231, -0.6360], [0.5650, 0.5598, -0.9055], [2.9776, 2.5655, 4.0350], [1.3224, 2.4147, 4.7328], [2.6738, 1.5589, 5.4714], [4.1082, 1.5774, 2.1965], [0.9103, -1.9395, 3.6893], [-0.4377, -2.8503, 2.9797], [-0.7460, -1.2508, 3.7302], [1.8408, -1.7013, 0.3953], [0.1943, -1.9061, -0.1276], [0.8256, -3.0973, 1.0007], [1.2177, 3.0392, 1.2018], [-0.7220, 3.6225, 0.6549], [-0.9639, 1.9333, 0.2955], [-2.3794, 3.6241, 2.1431], [-1.3034, 2.6851, 3.1730], [-2.6186, 0.4647, 0.3951], [-4.2735, -1.2668, 0.9711], [-5.4584, -1.2850, 3.0621], [-5.0786, 0.5204, 4.7205], [-3.4219, 2.3187, 4.2110], [6.3097, 2.4407, -0.8110], [4.8747, 1.5145, 0.0936], [5.8419, 2.8791, -2.6405], [6.8864, 4.0102, 0.1640], [7.1599, 1.7742, -0.8595], [-3.0185, 3.3329, -2.4237], [-4.6581, 4.3336, -2.6195], [-3.1274, 2.0402, -1.0012], [-2.4690, 2.5309, -4.0904], [-2.2503, 4.0441, -2.1474], [-1.3493, -6.2750, 3.9063], [-2.1046, -4.7119, 4.7316], [0.1291, -5.8369, 2.7509], [-0.8187, -7.6196, 5.2389], [-2.1128, -6.7077, 3.2806], [1.3313, -9.4052, 0.6152], [2.3905, -8.9713, 2.1650], [-0.5479, -9.1220, 0.9298], [1.9382, -8.4641, -0.9503], [1.4652, -10.4604, 0.4259], [8.1639, 1.6638, -5.6905], [8.2177, -0.2136, -6.1195], [9.9297, 2.4337, -5.6153], [7.0139, 2.6300, -6.8922], [7.7350, 1.7538, -4.7002], [-4.3052, 4.2725, -7.5245], [-5.7158, 3.5701, -6.4229], [-4.8583, 4.4579, -9.3632], [-3.6080, 5.9250, -6.8247], [-3.4974, 3.5543, -7.5056], [4.5006, -0.3274, -9.0642], [4.1852, 0.0473, -7.2038], [5.2159, 1.1997, -10.0047], [5.6076, -1.8880, -9.3020], [3.5412, -0.5484, -9.5091], [-5.1336, -8.9136, 4.7582], [-5.0522, -10.7840, 4.3014], [-3.3359, -8.1418, 4.9015], [-6.2628, -7.9276, 3.5346], [-5.5949, -8.8455, 5.7343], [-2.6142, 7.9765, -1.4863], [-1.3538, 6.7467, -0.7046], [-2.8607, 7.6328, -3.3640], [-4.2914, 7.9770, -0.5373], [-2.1955, 8.9681, -1.3935]],
  "forces_ev_per_a": [[-0.08, -0.61, 0.88], [0.29, 0.68, -0.45], [-0.99, -0.59, 0.21], [-1.32, 0.17, 0.87], [0.64, 0.29, -2.32], [1.65, 0.26, 2.56], [-0.62, -0.75, -0.33], [-1.21, -0.48, -0.71], [0.13, 0.49, -0.05], [-0.08, -0.14, -0.25], [-0.11, 1.10, 0.74], [-0.14, -0.71, -0.55], [-0.25, -0.05, 0.37], [0.33, 0.08, 0.10], [-0.32, -0.25, 0.05], [0.30, 0.20, -0.34], [-0.22, -0.52, -0.01], [0.02, 0.12, 0.09], [-0.67, -0.78, -1.76], [-1.02, 0.27, 1.50], [-0.28, -0.11, 0.55], [-0.15, -0.04, -0.02], [0.16, 0.11, -0.30], [0.09, 0.17, -0.16], [0.28, -0.23, 0.27], [-0.05, 0.15, -0.11], [0.17, 0.30, 0.15], [0.22, 0.03, -0.02], [-0.02, -0.25, 0.05], [0.17, 0.16, 0.08], [0.35, 0.17, 0.21], [0.13, -0.16, 0.03], [0.00, -0.21, -0.07], [0.25, -0.25, 0.21], [-0.03, -0.14, -0.03], [0.00, 0.07, -0.15], [0.17, -0.38, 1.11], [0.24, 0.19, -0.11], [0.02, 0.14, 0.13], [0.17, 0.30, -0.04], [0.04, -0.09, -0.05], [-0.03, -0.59, 0.24], [2.23, 0.97, -1.34], [0.05, 0.05, -0.03], [0.00, 0.01, -0.07], [0.09, 0.16, -0.11], [0.08, -0.06, 0.07], [-0.01, -0.05, 0.01], [-0.59, 0.84, -1.20], [-0.04, 0.03, 0.05], [-0.01, 0.00, -0.06], [0.76, 0.43, -0.07], [0.09, -0.17, 0.00], [-0.06, 0.06, 0.18], [2.40, 1.21, -0.22], [0.03, -0.16, 0.02], [0.02, 0.02, 0.01], [-0.04, -0.02, -0.06], [0.01, -0.08, -0.02], [-0.03, 0.00, 0.08], [-0.01, 0.02, 0.00], [-0.08, 0.01, 0.09], [0.01, 0.08, -0.02], [-0.05, -0.04, -0.03], [0.12, 0.01, 0.07], [0.01, 0.01, -0.02], [-0.01, -0.05, 0.10], [0.04, 0.06, -0.08], [0.02, 0.01, 0.05], [-0.04, -0.04, -0.03], [-0.01, 0.02, 0.01], [-0.05, 0.04, 0.12], [0.00, -0.05, -0.13], [-0.03, -0.10, 0.03], [-0.01, 0.07, 0.01], [0.03, -0.01, -0.02], [-0.05, 0.40, -0.17], [0.03, 0.09, 0.00], [-3.26, -1.73, 0.19], [0.08, -0.09, 0.07], [0.01, 0.00, -0.03], [0.02, -0.05, 0.01], [-0.09, 0.00, -0.04], [0.02, 0.03, 0.03], [0.06, -0.01, -0.04], [0.00, -0.02, 0.01]],
  "mulliken_charge": [-0.79, -0.54, 1.30, -0.90, 0.15, 0.27, 0.65, -1.21, -1.06, -0.56, -0.04, -1.33, 1.47, -0.24, -1.13, -0.61, -0.65, -0.61, 0.10, -0.77, -0.70, 0.31, 0.17, 0.26, 0.31, 0.23, 0.14, 0.31, 0.23, 0.29, 0.25, 0.35, 0.15, 0.10, 0.50, 0.32, 0.62, 0.40, 0.41, 0.38, 0.35, -0.40, 0.21, -0.09, -0.10, 0.36, -0.11, -0.05, 0.24, -0.02, 0.08, -0.50, 0.04, -0.01, -0.05, 0.49, -0.33, -0.02, 0.00, 0.00, 0.34, 0.11, -0.02, -0.04, 0.00, -0.05, -0.32, -0.01, -0.06, 0.03, 0.34, -0.29, 0.01, -0.02, -0.02, 0.32, -0.42, -0.05, 0.22, -0.06, 0.35, -0.38, 0.02, 0.02, -0.01, 0.33]
}

***

2.
{
  "formula": "C23H29BrINO4PRhS",
  "method": "ωB97M-V with the def2-TZVPD basis set",
  "multiplicity": 5,
  "fmax_ev_per_a": 0.5,
  "e_tot_ev": -135262.85934,
  "s2": 6.01,
  "total_charge": 2,
  "species": ["Rh", "C", "C", "O", "P", "O", "C", "C", "O", "C", "C", "H", "H", "H", "H", "H", "H", "H", "H", "H", "H", "H", "H", "H", "H", "H", "O", "S", "C", "C", "C", "C", "C", "C", "C", "C", "C", "C", "C", "C", "H", "H", "H", "H", "H", "H", "H", "H", "H", "H", "I", "Br", "C", "C", "C", "N", "C", "C", "H", "H", "H", "H"],
  "positions_angstrom": [[-0.0808, -0.2237, 0.2059], [-1.2869, 2.9440, 4.0753], [-0.3954, 2.3260, 3.0308], [0.0428, 1.0093, 3.4872], [-0.0329, -0.2999, 2.6042], [1.2044, -1.1529, 3.0978], [2.5275, -0.5544, 3.2796], [2.8235, -0.4031, 4.7487], [-1.2743, -1.1682, 3.0237], [-1.4859, -1.6688, 4.3970], [-2.5063, -0.8210, 5.1080], [-1.5362, 3.9631, 3.7805], [-0.7808, 2.9851, 5.0384], [-2.2143, 2.3839, 4.1839], [0.5115, 2.9078, 2.8688], [-0.9155, 2.2081, 2.0759], [2.5615, 0.4049, 2.7584], [3.2173, -1.2397, 2.7894], [2.1247, 0.2870, 5.2188], [3.8327, -0.0118, 4.8768], [2.7679, -1.3670, 5.2522], [-0.5219, -1.6837, 4.9039], [-1.8207, -2.6944, 4.2592], [-2.1360, 0.1885, 5.2750], [-2.7274, -1.2653, 6.0787], [-3.4354, -0.7737, 4.5409], [-0.7934, -2.1253, -0.4871], [-2.1771, -2.7342, -0.1942], [-3.2776, -1.7107, -1.1564], [-4.5622, -1.5193, -0.7012], [-5.4376, -0.7348, -1.4552], [-5.0164, -0.1422, -2.6373], [-3.7171, -0.3252, -3.0845], [-2.8258, -1.1134, -2.3433], [-2.2055, -4.2182, -1.1621], [-3.1197, -5.1899, -0.7781], [-3.2080, -6.3500, -1.5320], [-2.3780, -6.5256, -2.6307], [-1.4546, -5.5488, -2.9862], [-1.3623, -4.3772, -2.2537], [-4.8883, -1.9702, 0.2271], [-6.4521, -0.5861, -1.1119], [-5.7054, 0.4589, -3.2140], [-3.3892, 0.1262, -4.0112], [-1.8369, -1.3436, -2.7211], [-3.7459, -5.0536, 0.0943], [-3.9126, -7.1204, -1.2532], [-2.4438, -7.4362, -3.2099], [-0.8024, -5.7032, -3.8345], [-0.6404, -3.6128, -2.5087], [-1.9524, 1.3182, -0.8121], [6.1335, -0.5239, -2.4281], [4.4057, -0.4182, -1.7364], [3.8038, -1.5386, -1.1721], [2.5257, -1.4171, -0.6729], [1.8438, -0.2614, -0.7085], [2.4266, 0.8137, -1.2586], [3.7014, 0.7800, -1.7817], [4.3185, -2.4868, -1.1271], [2.0141, -2.2658, -0.2341], [1.8418, 1.7248, -1.2800], [4.1339, 1.6678, -2.2186]],
  "forces_ev_per_a": [[0.19, -0.34, 0.30], [0.00, 0.02, -0.02], [0.01, -0.07, 0.03], [0.06, -0.06, -0.10], [-0.16, -0.14, 0.01], [-0.07, 0.10, 0.00], [0.01, -0.06, -0.02], [0.01, 0.00, 0.00], [0.13, 0.14, -0.03], [0.05, -0.04, -0.05], [-0.03, -0.02, 0.00], [0.00, 0.01, -0.01], [0.01, 0.00, 0.00], [-0.01, -0.02, 0.01], [-0.03, 0.01, 0.02], [0.00, 0.04, 0.01], [0.00, 0.02, 0.00], [-0.01, 0.01, 0.03], [-0.01, 0.01, 0.00], [0.01, 0.01, 0.00], [-0.01, -0.01, 0.00], [-0.03, 0.00, 0.03], [-0.01, 0.03, 0.02], [0.01, 0.03, 0.00], [0.02, 0.00, 0.01], [0.00, 0.00, -0.01], [0.13, 0.00, 0.04], [0.02, 0.04, -0.13], [0.01, 0.06, -0.10], [-0.16, 0.06, -0.02], [0.01, -0.04, 0.05], [-0.06, -0.02, 0.05], [0.17, -0.10, 0.07], [-0.09, -0.02, -0.04], [0.00, -0.03, 0.04], [0.05, 0.01, -0.02], [0.03, 0.00, -0.03], [-0.01, 0.01, 0.02], [0.00, 0.00, 0.00], [-0.03, 0.02, 0.03], [-0.03, 0.00, 0.02], [-0.01, -0.01, 0.02], [-0.01, 0.01, 0.00], [0.02, -0.01, -0.01], [0.02, 0.09, 0.02], [-0.01, 0.02, 0.03], [-0.01, -0.01, 0.00], [0.00, -0.01, -0.01], [0.00, 0.00, -0.01], [0.00, -0.01, 0.01], [-0.25, 0.27, -0.20], [-0.03, 0.00, 0.01], [-0.04, 0.00, 0.01], [0.01, 0.03, -0.02], [0.00, -0.05, 0.00], [0.09, 0.02, -0.05], [0.00, 0.05, -0.01], [-0.01, -0.02, 0.00], [0.01, -0.02, 0.00], [0.01, -0.01, 0.00], [0.02, 0.00, -0.01], [0.01, 0.01, 0.00]],
  "mulliken_charge": [0.27, -1.28, 0.04, -0.26, 1.20, -0.27, -0.23, -1.27, -0.26, -0.21, -1.01, 0.43, 0.31, 0.29, 0.30, 0.02, 0.32, 0.36, 0.27, 0.41, 0.33, 0.24, 0.36, 0.15, 0.41, 0.30, -0.19, 0.16, 1.18, -0.46, -0.53, -0.49, -0.44, -0.97, 0.68, -0.29, -0.66, -0.48, -0.76, -0.23, 0.46, 0.43, 0.45, 0.45, 0.25, 0.45, 0.42, 0.42, 0.42, 0.25, 0.14, -0.05, 0.23, -0.66, -0.39, 0.08, -0.42, -0.64, 0.47, 0.57, 0.46, 0.46]
}

***

3.
{
  "formula": "C23H29ClLuN2PS",
  "method": "ωB97M-V with the def2-TZVPD basis set",
  "multiplicity": 1,
  "fmax_ev_per_a": 2.4,
  "e_tot_ev": -93554.69031,
  "total_charge": 2,
  "relative_energy_ev": 0.0000,
  "species": ["Lu", "Cl", "P", "C", "C", "C", "C", "C", "C", "C", "C", "C", "C", "C", "C", "C", "C", "C", "C", "C", "C", "H", "H", "H", "H", "H", "H", "H", "H", "H", "H", "H", "H", "H", "H", "H", "H", "H", "C", "N", "C", "C", "S", "N", "C", "C", "H", "H", "H", "H", "H", "H", "H", "H", "H", "H", "H", "H"],
  "positions_angstrom": [[-0.1770, -0.0526, 0.0590], [-1.5083, -1.7783, -0.8674], [1.9737, 1.4141, 0.1976], [2.7479, 1.3461, 1.7471], [3.3420, 2.5116, 2.2402], [4.0530, 2.4372, 3.4174], [4.1768, 1.2326, 4.1188], [3.5495, 0.0800, 3.6235], [2.8212, 0.1222, 2.4519], [2.9233, 0.3628, -0.9848], [2.3903, 0.0748, -2.2598], [3.1600, -0.6518, -3.1639], [4.4421, -1.0902, -2.8101], [4.9556, -0.7964, -1.5417], [4.2069, -0.0710, -0.6251], [1.7605, 2.9733, -0.5588], [0.5018, 3.4779, -0.9489], [0.4520, 4.7204, -1.5499], [1.6281, 5.4523, -1.7840], [2.8618, 4.9058, -1.4196], [2.9461, 3.6661, -0.8209], [1.3888, 0.4308, -2.5371], [2.7548, -0.8795, -4.1477], [5.0387, -1.6583, -3.5212], [5.9522, -1.1309, -1.2668], [4.5901, 0.1531, 0.3676], [3.2300, 3.4437, 1.6964], [4.5234, 3.3424, 3.8130], [4.7457, 1.1908, 5.0487], [3.6300, -0.8609, 4.1714], [2.3109, -0.7581, 2.0628], [-0.3983, 2.8820, -0.7815], [-0.5122, 5.1345, -1.8532], [1.5770, 6.4329, -2.2588], [3.7817, 5.4641, -1.6195], [3.9006, 3.2192, -0.5600], [2.4380, 6.8537, 5.3507], [2.1333, 7.2981, 4.8267], [-1.5239, -1.7055, 3.1444], [-2.6672, -1.2874, 2.2384], [-3.5885, -2.4253, 2.0287], [-2.7889, -0.1024, 1.6164], [-1.4373, 1.0679, 1.9070], [-3.7056, 0.3101, 0.7194], [-5.0559, -0.2183, 0.4977], [-3.4269, 1.4787, -0.2275], [-1.9182, -2.0245, 4.1298], [-0.8038, -0.9093, 3.3289], [-0.9722, -2.5622, 2.7094], [-4.5349, -2.2324, 2.5454], [-3.7113, -2.6047, 0.9564], [-3.2156, -3.3630, 2.4660], [-5.8051, 0.5842, 0.5402], [-5.1231, -0.7002, -0.4934], [-5.3386, -0.9253, 1.2729], [-3.2711, 2.4082, 0.3244], [-2.5409, 1.2535, -0.8545], [-4.2688, 1.6498, -0.9336]],
  "forces_ev_per_a": [[-0.63, -0.35, 0.21], [-0.02, -0.39, -0.42], [-0.67, -1.58, -1.70], [0.78, 0.29, 1.13], [-0.22, -0.61, -0.12], [0.55, 0.23, 1.02], [-0.24, 0.08, -0.46], [0.17, -0.25, 0.55], [-0.03, 1.06, -0.40], [0.22, 0.38, 0.27], [0.23, -0.08, 0.71], [0.02, -0.15, -0.06], [-0.26, 0.26, 0.25], [0.07, -0.14, -0.23], [-0.42, -0.10, -0.29], [0.26, 0.84, -0.24], [1.01, -0.34, 0.34], [-0.19, 0.59, -0.42], [-0.20, -0.53, 0.26], [0.44, 0.79, -0.40], [-0.63, 0.21, -0.12], [0.30, 0.02, -0.09], [0.13, 0.03, 0.19], [-0.15, 0.14, 0.15], [-0.15, 0.03, -0.09], [0.07, -0.04, -0.24], [0.13, -0.07, 0.19], [-0.15, -0.36, -0.11], [-0.18, 0.01, -0.32], [-0.01, 0.31, -0.13], [0.20, -0.08, 0.07], [0.03, 0.28, 0.08], [0.33, -0.10, 0.07], [0.01, -0.31, 0.16], [-0.38, -0.16, 0.04], [-0.02, 0.17, -0.07], [-0.15, 0.21, -0.25], [0.15, -0.22, 0.25], [-0.24, 0.24, 0.19], [0.17, -0.47, 0.34], [-0.45, -0.12, -0.04], [1.11, 0.23, -0.26], [-0.37, -0.33, -0.17], [-0.04, 0.73, -0.36], [-0.53, -0.60, -0.02], [-0.07, -0.44, 0.40], [0.00, 0.18, -0.66], [-0.37, 0.04, -0.08], [-0.58, 0.35, -0.08], [0.10, -0.08, -0.32], [-0.20, 0.12, 0.19], [0.33, 0.63, -0.10], [0.46, -0.01, -0.02], [0.08, 0.14, 0.43], [0.09, 0.07, -0.20], [0.08, -0.24, -0.03], [-0.36, 0.09, 0.26], [0.39, -0.59, 0.73]],
  "mulliken_charge": [1.08, -0.48, 0.36, 0.77, -0.41, -0.68, -0.59, -0.70, -0.48, 1.17, -0.35, -0.82, -0.53, -0.68, -0.37, 0.84, -0.13, -0.57, -0.61, -0.76, -0.44, 0.31, 0.42, 0.41, 0.42, 0.40, 0.55, 0.43, 0.43, 0.41, 0.29, -0.11, 0.41, 0.42, 0.40, 0.59, -0.02, 0.02, -1.19, 0.17, -1.24, 0.28, -0.34, 0.19, -1.13, -0.85, 0.40, 0.50, 0.42, 0.38, 0.42, 0.39, 0.40, 0.40, 0.33, 0.40, 0.24, 0.44]
}

***

- What is the formula in the first record?
  C23H29BBr27N2O4